Entry i
DFT (ωB97M-V/def2-TZVPD) results for C4H9NOS in the gas phase.

Its frontier orbital gap is 8.65 eV. The calculation puts the LUMO energy at 0.57 eV.

Element x y z (Å)
C 0.60 1.45 0.85
C 0.11 1.75 -0.64
C -0.86 1.15 0.31
C 0.40 -2.53 0.14
N -0.17 -1.34 -0.42
O 0.71 1.23 -1.70
S -1.38 -0.58 0.37
H 1.19 0.56 0.98
H 0.63 2.28 1.52
H -0.19 2.80 -0.71
H 1.22 0.42 -1.49
H -1.81 1.73 0.69
H 0.78 -2.30 1.06
H 1.29 -2.90 -0.46
H -0.28 -3.41 0.11
H -2.21 -0.30 -0.63

These are the Löwdin partial charges, in e, on atoms 1 to 4: C -0.037; C -0.408; C -0.471; C -0.281

Entry ii
DFT (ωB97M-V/def2-TZVPD) results for C4H9NOS in the gas phase.

Its frontier orbital gap (spin up / spin down) is 8.62 / 8.62 eV. The calculation puts the LUMO energy (spin up / spin down) at 0.58 / 0.58 eV.

Element x y z (Å)
C -0.07 -0.17 -0.46
C 0.77 -1.08 -1.29
C -1.56 -0.18 -0.56
C 0.08 0.46 1.98
N 0.61 0.39 0.65
O 2.26 1.85 -0.77
S 0.87 1.81 -0.37
H 1.78 -0.67 -1.38
H 0.35 -1.24 -2.28
H 0.85 -2.05 -0.79
H -1.98 0.69 -0.05
H -1.96 -1.08 -0.10
H -1.88 -0.16 -1.60
H -0.15 -0.54 2.34
H 0.86 0.88 2.61
H -0.83 1.08 2.08

These are the Löwdin partial charges, in e, on atoms 1 to 4: C -0.499; C -0.057; C -0.056; C -0.128

The data favor entry ii; the next most stable structure lies 55.6 kcal/mol above it.

Entry i
DFT (ωB97M-V/def2-TZVPD) results for C4H9NOS in the gas phase.

Its SMILES is CN[C@H](C=O)CS. Its frontier orbital gap is 9.69 eV. The calculation puts the LUMO energy at 0.87 eV.

Element x y z (Å)
C 1.47 -0.72 1.62
N 0.14 -0.57 1.02
C 0.07 -0.12 -0.35
C 0.31 1.37 -0.38
O -0.40 2.13 0.25
C -1.36 -0.54 -0.85
S -1.54 0.10 -2.58
H 1.53 -0.12 2.52
H 1.65 -1.78 1.84
H 2.27 -0.49 0.91
H -0.53 -0.13 1.62
H 0.67 -0.69 -1.07
H 1.11 1.83 -0.99
H -1.34 -1.61 -1.04
H -2.05 -0.05 -0.15
H -2.02 1.36 -2.39

These are the Löwdin partial charges, in e, on atoms 1 to 4: C -0.103; N -0.093; C -0.433; C -0.243

Entry ii
DFT (ωB97M-V/def2-TZVPD) results for C4H9NOS in the gas phase.

Its SMILES is CC(=O)NCCS. Its frontier orbital gap is 9.34 eV. The calculation puts the LUMO energy at 0.41 eV.

Element x y z (Å)
C -1.39 -0.20 2.39
C -0.60 0.33 1.22
O -0.68 1.52 0.88
N 0.23 -0.52 0.60
C 1.03 -0.08 -0.56
C 0.10 0.21 -1.71
S 1.08 0.54 -3.31
H -2.04 0.58 2.66
H -2.02 -1.06 2.13
H -0.79 -0.62 3.16
H 0.25 -1.48 0.91
H 1.62 0.83 -0.35
H 1.70 -0.94 -0.83
H -0.44 1.13 -1.46
H -0.56 -0.61 -2.04
H 2.49 0.35 -3.70

These are the Löwdin partial charges, in e, on atoms 1 to 4: C 0.002; C -0.543; O 0.036; N 0.047

Entry iii
DFT (ωB97M-V/def2-TZVPD) results for C4H9NOS in the gas phase.

Its SMILES is CN[C@@H](C=O)CS. Its frontier orbital gap is 9.75 eV. The calculation puts the LUMO energy at 0.80 eV.

Element x y z (Å)
C -1.50 -0.81 1.47
N -1.08 0.32 0.59
C -0.11 -0.03 -0.40
C -0.10 1.04 -1.52
O -0.53 2.16 -1.37
C 1.29 -0.07 0.14
S 2.58 -0.37 -1.27
H -1.30 -0.48 2.53
H -0.89 -1.68 1.30
H -2.54 -1.10 1.34
H -1.98 0.79 0.20
H -0.31 -0.98 -0.93
H 0.32 0.62 -2.58
H 1.35 -0.97 0.73
H 1.57 0.79 0.88
H 3.21 0.79 -1.10

These are the Löwdin partial charges, in e, on atoms 1 to 4: C -0.106; N -0.096; C -0.489; C -0.260

The data favor entry ii; the next most stable structure lies 9.0 kcal/mol above it.

Entry i
DFT (ωB97M-V/def2-TZVPD) results for C4H9NOS in the gas phase.

Its SMILES is C[C@H](CS)NC=O. Its frontier orbital gap is 10.11 eV. The calculation puts the LUMO energy at 0.61 eV.

Element x y z (Å)
C -0.48 -0.29 -1.51
C -0.07 0.19 -0.04
C 1.12 -0.60 0.56
S 2.78 -0.72 -0.31
N -1.19 0.24 0.92
C -2.40 0.90 0.85
O -3.04 1.40 -0.04
H -1.33 0.37 -1.79
H -0.68 -1.33 -1.44
H 0.34 0.07 -2.27
H 0.34 1.15 -0.06
H 1.41 0.02 1.44
H 0.72 -1.55 0.78
H 2.23 -1.88 -0.50
H -1.18 -0.33 1.70
H -2.73 0.98 1.83

These are the Löwdin partial charges, in e, on atoms 1 to 4: C -0.037; C -0.398; C -0.510; S 0.705

Entry ii
DFT (ωB97M-V/def2-TZVPD) results for C4H9NOS in the gas phase.

Its SMILES is CNC(=O)CCS. Its frontier orbital gap is 9.91 eV. The calculation puts the LUMO energy at 0.78 eV.

Element x y z (Å)
C -2.34 -0.51 -0.19
N -1.51 0.02 -1.28
C -0.13 0.15 -1.03
O 0.62 0.20 -1.98
C 0.38 0.14 0.39
C 1.93 0.12 0.41
S 2.51 0.39 2.10
H -2.39 0.19 0.63
H -3.33 -0.66 -0.63
H -2.00 -1.46 0.19
H -1.56 -0.47 -2.17
H -0.06 -0.67 0.96
H 0.06 1.07 0.86
H 2.21 -0.87 0.08
H 2.33 0.90 -0.21
H 3.29 1.47 1.86

These are the Löwdin partial charges, in e, on atoms 1 to 4: C -0.103; N 0.003; C -0.497; O 0.065

The data favor entry ii; the next most stable structure lies 31.6 kcal/mol above it.

Entry i
DFT (ωB97M-V/def2-TZVPD) results for 3 unconnected molecules or ions with the total composition C4H9NOS.

Its frontier orbital gap is 4.62 eV. The calculation puts the LUMO energy at -3.92 eV.

Element x y z (Å)
O 1.27 0.44 2.49
C 1.01 -0.48 1.72
C -0.15 -1.26 1.65
C 0.38 1.94 -0.29
C 0.15 2.41 -1.52
S -1.13 -0.90 -2.06
N -0.28 -2.16 0.61
H 1.71 -0.63 0.89
H -0.91 -1.36 2.41
H 0.70 2.51 0.57
H 0.04 0.93 -0.10
H 0.80 3.10 -2.07
H -0.48 1.80 -2.17
H -2.10 -1.42 -2.80
H -0.21 -3.11 0.93
H -0.80 -1.83 -0.25

These are the Löwdin partial charges, in e, on atoms 1 to 4: O 0.068; C -0.286; C -0.045; C -0.078

Entry ii
DFT (ωB97M-V/def2-TZVPD) results for C4H9NOS in the gas phase.

Its SMILES is C=[S@@](N)(=O)C1CC1. Its frontier orbital gap is 8.94 eV. The calculation puts the LUMO energy at 0.56 eV.

Element x y z (Å)
C 0.32 -0.12 2.28
S -0.29 -0.63 0.75
N 0.31 -2.19 -0.01
O -1.74 -0.61 0.80
C 0.32 0.54 -0.45
C -0.64 0.72 -1.61
C -0.41 1.82 -0.67
H 0.10 -0.79 3.04
H 1.38 -0.23 1.88
H 0.17 -2.04 -1.03
H -0.55 -2.74 0.34
H 1.33 0.53 -0.51
H -1.44 0.00 -1.49
H -0.01 0.53 -2.47
H 0.18 2.63 -0.90
H -1.06 2.09 0.17

These are the Löwdin partial charges, in e, on atoms 1 to 4: C -0.225; S 0.740; N -0.113; O -0.385

The data favor entry ii; the next most stable structure lies 32.3 kcal/mol above it.

Entry i
DFT (ωB97M-V/def2-TZVPD) results for C7H10O in the gas phase.

Its SMILES is C=C(C)C(=O)C(=C)C. Its frontier orbital gap is 8.69 eV. The calculation puts the LUMO energy at 0.73 eV.

Element x y z (Å)
C -0.66 0.03 -2.15
C 0.16 -0.32 -1.11
C 0.40 -1.75 -0.71
C 1.01 0.69 -0.57
O 1.88 1.46 -0.69
C -0.19 0.68 0.86
C -1.43 1.10 0.77
C 0.64 0.48 2.08
H -1.04 -0.75 -2.80
H -0.73 1.04 -2.51
H 0.58 -2.37 -1.58
H -0.48 -2.11 -0.19
H 1.25 -1.89 -0.03
H -1.94 1.11 -0.20
H -2.04 1.31 1.64
H 1.11 -0.51 2.08
H 1.44 1.22 2.13
H 0.04 0.57 2.98

These are the Löwdin partial charges, in e, on atoms 1 to 4: C 0.040; C -0.380; C -0.030; C -0.250

Entry ii
DFT (ωB97M-V/def2-TZVPD) results for C7H10O in the gas phase.

Its SMILES is CC(=O)C#CC(C)C. Its frontier orbital gap is 10.19 eV. The calculation puts the LUMO energy at 0.66 eV.

Element x y z (Å)
C -3.26 -1.94 0.29
C -3.31 -0.48 0.61
O -4.12 0.16 1.24
C -1.74 0.13 0.18
C -0.63 0.67 -0.06
C 0.70 1.06 -0.40
C 1.29 1.86 0.85
C 1.61 -0.07 -0.93
H -2.73 -2.43 1.03
H -2.73 -2.06 -0.57
H -4.10 -2.54 0.25
H 0.80 1.90 -1.03
H 0.64 2.53 1.23
H 2.15 2.32 0.55
H 1.40 1.05 1.72
H 1.52 -0.03 -1.96
H 1.23 -0.98 -0.64
H 2.59 -0.05 -0.64

These are the Löwdin partial charges, in e, on atoms 1 to 4: C -0.026; C -0.339; O 0.101; C 0.129

Entry iii
DFT (ωB97M-V/def2-TZVPD) results for C7H10O in the gas phase.

Its SMILES is CC1=C[C@H](C)CC1=O. Its frontier orbital gap is 9.77 eV. The calculation puts the LUMO energy at 0.42 eV.

Element x y z (Å)
C 1.08 1.93 -1.49
C 0.37 0.76 -0.96
C -0.05 0.69 0.33
C -0.82 -0.54 0.85
C -0.42 -0.99 2.20
C -0.49 -1.44 -0.48
C 0.12 -0.49 -1.54
O 0.21 -0.87 -2.70
H 1.21 1.88 -2.58
H 2.13 1.86 -1.07
H 0.71 2.95 -1.06
H 0.02 1.64 0.89
H -1.89 -0.31 0.95
H -0.50 -0.07 2.89
H 0.58 -1.35 2.31
H -1.15 -1.63 2.63
H -1.41 -1.85 -0.81
H 0.30 -2.18 -0.37

These are the Löwdin partial charges, in e, on atoms 1 to 4: C -0.048; C -0.258; C 0.023; C -0.300

Entry iv
DFT (ωB97M-V/def2-TZVPD) results for 2 unconnected molecules or ions with the total composition C7H10O.

Its SMILES is Cc1ccccc1.O. Its frontier orbital gap is 9.96 eV. The calculation puts the LUMO energy at 0.93 eV.

Element x y z (Å)
C -1.39 -1.16 1.90
C -0.47 -0.85 0.73
C 0.67 -0.11 0.98
C 1.45 0.38 -0.09
C 1.05 0.06 -1.37
C -0.02 -0.80 -1.62
C -0.84 -1.17 -0.60
H -1.92 -0.23 2.05
H -0.74 -1.45 2.72
H -2.06 -2.01 1.73
H 0.84 0.23 2.00
H 2.33 0.95 0.15
H 1.76 0.46 -2.10
H 0.03 -1.18 -2.65
H -1.80 -1.65 -0.72
O 0.27 3.01 -0.71
H 1.16 2.74 -0.93
H -0.32 2.78 -1.44

These are the Löwdin partial charges, in e, on atoms 1 to 4: C -0.052; C -0.280; C -0.054; C -0.110

The data favor entry iv; the next most stable structure lies 15.9 kcal/mol above it.

Entry i
DFT (ωB97M-V/def2-TZVPD) results for C4H7NO in the gas phase.

Its SMILES is O=C1CCCN1. Its frontier orbital gap is 10.42 eV. The calculation puts the LUMO energy at 0.94 eV.

Element x y z (Å)
O 2.29 1.00 -0.46
C 1.20 0.47 -0.25
C 0.72 -0.96 -0.22
C -0.69 -0.84 0.37
C -1.12 0.64 0.11
N 0.19 1.31 -0.03
H 0.72 -1.34 -1.25
H 1.40 -1.58 0.36
H -1.40 -1.56 -0.05
H -0.66 -1.02 1.45
H -1.74 0.71 -0.80
H -1.73 1.03 0.94
H 0.83 2.14 -0.19

These are the Löwdin partial charges, in e, on atoms 1 to 4: O 0.018; C -0.547; C -0.086; C -0.156

Entry ii
DFT (ωB97M-V/def2-TZVPD) results for C4H7NO in the gas phase.

Its SMILES is CCOCC#N. Its frontier orbital gap is 10.99 eV. The calculation puts the LUMO energy at 0.85 eV.

Element x y z (Å)
C -1.07 -0.79 0.05
C -0.64 0.43 -0.98
O 0.01 1.42 -0.23
C 1.19 0.87 0.28
C 1.33 -0.59 0.08
N 1.75 -1.62 -0.25
H -1.48 -0.26 0.90
H -1.80 -1.33 -0.53
H -0.52 -1.63 0.54
H -1.54 0.91 -1.41
H 0.01 0.14 -1.83
H 1.28 1.16 1.33
H 2.05 1.23 -0.29

These are the Löwdin partial charges, in e, on atoms 1 to 4: C -0.069; C -0.218; O -0.147; C -0.186

Entry iii
DFT (ωB97M-V/def2-TZVPD) results for C4H7NO in the gas phase.

Its SMILES is C=C(C)NC=O. Its frontier orbital gap is 9.81 eV. The calculation puts the LUMO energy at 0.87 eV.

Element x y z (Å)
C -1.46 -1.17 0.02
C -0.47 -0.28 0.01
C -0.74 1.19 -0.01
N 0.88 -0.68 -0.01
C 1.99 0.11 0.03
O 3.12 -0.33 0.00
H -2.49 -0.87 0.02
H -1.26 -2.23 0.00
H -1.82 1.37 -0.05
H -0.26 1.68 -0.87
H -0.36 1.70 0.89
H 1.09 -1.67 -0.08
H 1.77 1.18 0.06

These are the Löwdin partial charges, in e, on atoms 1 to 4: C 0.044; C -0.398; C -0.064; N 0.083

The data favor entry iii; the next most stable structure lies 4.1 kcal/mol above it.

Entry i
DFT (ωB97M-V/def2-TZVPD) results for C4H7NO in the gas phase.

Its frontier orbital gap is 9.89 eV. The calculation puts the LUMO energy at 0.68 eV.

Element x y z (Å)
C 1.52 0.50 0.25
C 0.45 -0.24 -0.52
C -0.44 -1.14 0.26
N -1.49 -0.21 0.74
C -1.71 0.71 -0.13
O -0.93 0.97 -1.15
H 1.57 1.52 -0.13
H 1.37 0.51 1.34
H 2.51 0.04 0.05
H 0.62 -0.41 -1.56
H -0.88 -1.94 -0.36
H 0.01 -1.61 1.15
H -2.61 1.31 0.05

These are the Löwdin partial charges, in e, on atoms 1 to 4: C -0.054; C -0.102; C -0.216; N 0.024

Entry ii
DFT (ωB97M-V/def2-TZVPD) results for C4H7NO in the gas phase.

Its SMILES is O[C@H]1C[C@H]2N[C@@H]12. Its frontier orbital gap is 10.42 eV. The calculation puts the LUMO energy at 1.05 eV.

Element x y z (Å)
O 1.83 0.71 0.42
C 0.92 0.24 -0.52
C 0.32 -1.18 -0.26
C -1.02 -0.51 -0.05
N -0.79 0.63 0.98
C -0.51 0.83 -0.42
H 1.37 0.65 1.27
H 1.37 0.36 -1.51
H 0.67 -1.71 0.63
H 0.43 -1.83 -1.14
H -1.91 -0.86 0.43
H -1.75 1.01 1.11
H -0.94 1.67 -0.95

These are the Löwdin partial charges, in e, on atoms 1 to 4: O -0.025; C -0.327; C -0.077; C -0.187

Entry iii
DFT (ωB97M-V/def2-TZVPD) results for C4H7NO in the gas phase.

Its SMILES is CC(C)(O)C#N. Its frontier orbital gap is 12.08 eV. The calculation puts the LUMO energy at 0.66 eV.

Element x y z (Å)
C -1.00 0.14 0.98
C 0.19 -0.21 0.08
C 0.00 0.17 -1.41
O 0.47 -1.60 0.15
C 1.40 0.61 0.40
N 2.31 1.32 0.38
H -1.85 -0.48 0.69
H -0.77 -0.06 2.03
H -1.28 1.19 0.90
H 0.28 -0.69 -2.02
H 0.69 0.98 -1.64
H -1.02 0.48 -1.63
H 0.57 -1.84 1.08

These are the Löwdin partial charges, in e, on atoms 1 to 4: C -0.026; C -0.599; C -0.006; O -0.006

The data favor entry iii; the next most stable structure lies 28.6 kcal/mol above it.

Entry i
DFT (ωB97M-V/def2-TZVPD) results for C4H7NO in the gas phase.

Its SMILES is CC=C=[N+](C)[O-]. Its frontier orbital gap (spin up / spin down) is 8.93 / 8.93 eV. The calculation puts the LUMO energy (spin up / spin down) at 0.62 / 0.62 eV.

Element x y z (Å)
C -2.18 0.58 0.88
C -0.81 0.91 0.38
C 0.19 0.09 0.29
N 1.44 -0.35 0.09
C 1.84 -0.97 -1.21
O 2.33 -0.28 0.94
H -2.91 1.01 0.18
H -2.33 -0.52 1.02
H -2.46 1.09 1.87
H -0.71 1.89 0.05
H 1.39 -0.49 -2.07
H 2.83 -1.03 -1.23
H 1.38 -1.92 -1.21

These are the Löwdin partial charges, in e, on atoms 1 to 4: C -0.114; C -0.157; C 0.044; N -0.317

Entry ii
DFT (ωB97M-V/def2-TZVPD) results for 2 unconnected molecules or ions with the total composition C4H7NO.

Its SMILES is O=C[C@@H]1[C@H]2N[C@@H]12.[H][H]. Its frontier orbital gap is 10.20 eV. The calculation puts the LUMO energy at 0.73 eV.

Element x y z (Å)
O 2.20 0.62 -0.18
C 1.14 0.29 -0.65
C 0.14 -0.39 0.17
C -1.33 -0.36 -0.06
N -1.58 0.42 1.23
C -0.75 0.91 0.16
H 0.80 0.58 -1.66
H 0.47 -0.77 1.14
H -2.07 -0.78 -0.72
H -2.47 0.91 1.16
H -0.79 1.82 -0.42
H 2.36 -1.35 -0.02
H 1.88 -1.90 -0.15

These are the Löwdin partial charges, in e, on atoms 1 to 4: O -0.001; C -0.371; C -0.160; C -0.151

The data favor entry i; the next most stable structure lies 23.4 kcal/mol above it.